{
  "formula": "C11H13N",
  "method": "ωB97M-V/def2-TZVPD",
  "elements": ["N", "C", "C", "C", "C", "C", "C", "C", "C", "C", "C", "C", "H", "H", "H", "H", "H", "H", "H", "H", "H", "H", "H", "H", "H"],
  "coordinates": [[1.31844, 1.38688, -1.54686], [0.89425, -1.45530, 0.29588], [1.51761, -0.63947, 1.49498], [1.83273, -0.82954, -0.85914], [-1.48045, 1.26388, 0.75218], [0.95950, 0.71369, 0.99593], [-0.40658, 0.35540, 0.57016], [-2.92053, -0.41892, -0.51301], [-1.74836, -1.25756, -0.68995], [1.91792, 0.70760, -0.31706], [-2.68372, 0.78051, 0.16946], [-0.48399, -0.97139, 0.13064], [-1.75873, -2.19601, -1.14828], [0.99370, 2.36930, -1.28479], [2.89042, 1.15411, -0.08712], [1.58466, -0.93430, -2.01588], [1.11974, -0.72656, 2.64809], [2.86077, -1.34228, -0.65602], [2.48668, 1.25826, -2.00133], [-3.55261, 1.30674, 0.19014], [-3.82144, -0.69968, -1.13641], [2.70750, -0.79000, 1.42558], [1.10772, 1.68054, 1.62092], [-1.25190, 2.20899, 1.08010], [1.01399, -2.49069, 0.01263]],
  "atomic_forces_ev_per_a": [[4.4, 0.2, 0.1], [1.3, -0.8, -2.2], [0.5, -0.9, 2.6], [2.2, 0.5, 1.0], [-0.6, -4.9, -3.3], [3.1, 0.5, -1.0], [-1.4, 1.4, 1.6], [3.7, -1.7, -1.3], [1.8, 1.5, 4.0], [-3.0, -0.5, -1.6], [0.8, -0.3, 0.3], [-3.9, 2.5, -2.4], [-0.4, -1.3, -1.0], [1.4, -1.1, -0.8], [-0.1, -0.6, 0.3], [0.1, 0.3, 2.8], [1.0, -0.7, -2.9], [-1.6, 0.7, -0.6], [-4.9, 1.9, 0.4], [-2.2, 2.3, 0.5], [0.9, 0.7, 1.3], [-2.7, 0.6, 0.6], [-0.3, -1.8, -0.9], [-0.2, 2.1, 0.9], [0.1, -0.8, 1.4]],
  "e_tot_ha": -481.534269,
  "lumo_energy_ev": 0.8,
  "gap_ev": 9.21
}

***

{
  "formula": "C3H3N3S2",
  "method": "ωB97M-V/def2-TZVPD",
  "elements": ["S", "S", "N", "N", "N", "C", "C", "C", "H", "H", "H"],
  "coordinates": [[-2.20840, -0.83045, 2.26758], [1.13030, 1.90245, -0.01556], [-0.49578, -0.30636, 0.25496], [-0.85880, -1.37776, -0.42985], [-0.16433, -1.45106, -1.50133], [-1.09555, 0.01655, 1.43765], [0.43551, 0.40948, -0.53418], [0.62132, -0.37172, -1.64897], [-0.66553, 0.92086, 1.84490], [2.02076, 1.30451, 0.81100], [1.28050, -0.21649, -2.48620]],
  "atomic_forces_ev_per_a": [[0.6, 0.5, -0.7], [0.5, 0.3, 0.3], [0.8, 0.8, -2.2], [0.0, -1.6, -0.1], [-1.0, -1.0, -0.7], [-0.6, -0.1, 1.6], [-0.3, -0.6, 0.5], [0.1, 1.2, 1.4], [0.0, 0.3, 0.0], [-0.1, 0.3, -0.1], [-0.1, 0.0, 0.0]],
  "e_tot_ha": -1076.691950,
  "lumo_energy_ev": -1.1,
  "gap_ev": 8.10
}

***

{
  "formula": "C27H81O36P9",
  "method": "ωB97M-V/def2-TZVPD",
  "elements": ["P", "P", "P", "P", "P", "P", "P", "P", "P", "O", "O", "O", "O", "O", "O", "O", "O", "O", "O", "O", "O", "O", "O", "O", "O", "O", "O", "O", "O", "O", "O", "O", "O", "O", "O", "O", "O", "O", "O", "O", "O", "O", "O", "O", "O", "C", "C", "C", "C", "C", "C", "C", "C", "C", "C", "C", "C", "C", "C", "C", "C", "C", "C", "C", "C", "C", "C", "C", "C", "C", "C", "C", "H", "H", "H", "H", "H", "H", "H", "H", "H", "H", "H", "H", "H", "H", "H", "H", "H", "H", "H", "H", "H", "H", "H", "H", "H", "H", "H", "H", "H", "H", "H", "H", "H", "H", "H", "H", "H", "H", "H", "H", "H", "H", "H", "H", "H", "H", "H", "H", "H", "H", "H", "H", "H", "H", "H", "H", "H", "H", "H", "H", "H", "H", "H", "H", "H", "H", "H", "H", "H", "H", "H", "H", "H", "H", "H", "H", "H", "H", "H", "H", "H"],
  "coordinates": [[1.22856, -2.66176, 6.50095], [-0.52336, 0.01218, 0.89778], [5.12707, 3.28116, 1.40519], [-2.73439, 3.52630, -3.33714], [-2.21575, -2.09562, -3.33766], [5.05977, 2.82970, -5.07527], [4.52715, -2.47236, -3.95137], [-6.69762, 0.29839, 0.91261], [-5.76116, -2.14767, 7.21980], [-0.37237, -2.46954, 6.48966], [5.45596, 3.93641, -4.17928], [5.08240, 1.81936, 1.52870], [-4.80927, -3.42969, 7.34214], [-3.67664, 2.47289, -2.62696], [0.92343, 0.15268, 1.58774], [-1.37547, 1.17678, 1.14493], [-1.46204, -0.74411, -3.72680], [-0.13554, -0.30372, -0.61828], [-7.18371, -2.32715, 7.57039], [-7.58198, 1.23053, 1.60929], [5.18105, 4.15851, 2.71524], [-1.50085, 3.01976, -3.97989], [1.74645, -1.18899, 6.16838], [-7.27592, -1.19119, 0.93220], [1.84076, -3.30597, 7.66195], [-1.13126, -1.36353, 1.46603], [4.41376, -3.77522, -4.61310], [-3.76942, 4.25988, -4.29598], [5.63467, 3.04217, -6.53309], [-3.59013, -2.20058, -3.86660], [-5.00253, -1.13138, 8.18741], [6.02647, -1.95408, -3.81729], [3.52890, 2.47297, -5.23127], [6.42154, 3.76507, 0.60389], [1.45022, -3.44739, 5.12153], [3.95096, -2.39186, -2.48025], [-5.33165, 0.09282, 1.71501], [5.63568, 1.46425, -4.47940], [-6.36666, 0.57845, -0.61362], [-1.38019, -3.33554, -3.87272], [-5.49334, -1.43566, 5.83214], [3.84406, 3.87222, 0.67009], [-2.15561, -2.08831, -1.75827], [-2.38491, 4.60020, -2.20840], [3.81122, -1.25796, -4.68281], [1.35088, -0.61091, 4.91482], [0.04707, -3.54376, -3.81770], [3.50487, 3.28150, -0.57572], [7.03546, -2.69092, -3.10754], [-5.86260, -0.49345, -1.42735], [-4.54190, 1.25644, 2.08321], [1.93288, -0.80501, 1.26634], [6.66545, 1.42382, -3.50719], [5.37355, 2.12103, -7.58596], [0.45735, 0.59629, -1.50561], [-1.03553, -0.63555, -5.08035], [2.81065, 2.03456, -4.08301], [1.22367, -4.87816, 5.06850], [-2.78428, -3.13573, -1.00660], [-1.03590, -1.85430, 7.57700], [3.79218, -1.04321, -6.08691], [-8.57466, -1.41852, 0.41482], [6.14115, 3.91597, 3.73556], [-5.11027, -1.25723, 9.58520], [-1.74263, -1.25790, 2.74702], [-5.02798, -4.58327, 6.54279], [-3.41564, 4.58056, -5.63061], [-1.15458, 5.28766, -2.12025], [4.13430, -1.21585, -1.70144], [-3.01089, 1.59919, -1.68016], [-6.06556, -1.78212, 4.55657], [6.35907, 4.74580, -0.44116], [-1.35727, -0.85638, 7.26943], [2.56192, 2.74797, -0.42671], [-3.77829, -2.82611, -0.68803], [4.55349, -1.45370, -0.72428], [-4.11003, -4.80070, 5.99584], [-5.88621, -4.47749, 5.87891], [0.17723, -5.04744, 4.82815], [-1.63972, -1.20095, -5.78993], [4.30701, 2.12651, -7.81037], [4.42422, -1.81291, -6.54551], [-1.92885, -2.43109, 7.83137], [7.28423, -2.20156, -2.17276], [6.00632, 2.91229, 4.13957], [6.58538, 2.26527, -2.82091], [0.05401, -0.74267, -5.04025], [-0.85504, 5.34637, -1.07338], [-4.91432, 1.48801, 3.08300], [7.35998, 5.11152, -0.65372], [-8.74964, -2.48745, 0.29780], [2.19731, 0.04409, 4.70558], [6.87968, -3.76839, -3.16604], [-1.13962, 0.38571, -5.46853], [1.42154, -5.25704, 6.07204], [2.78174, -0.29783, 0.81484], [4.73972, -0.47651, -2.22482], [-6.32340, -2.83543, 4.56344], [-5.89226, -1.44788, -0.90350], [-2.09692, -3.44594, -0.22945], [5.98350, 2.36129, -8.45311], [-4.70071, 2.08644, 1.40063], [-1.28209, 6.31696, -2.46147], [7.15642, 4.08459, 3.37726], [-3.51866, 1.59476, -0.72107], [2.61283, 0.96526, -3.98132], [3.30224, 4.09151, -1.27758], [-3.51116, 0.94159, 2.19009], [-6.51378, -0.64986, -2.28730], [0.53404, -2.80051, -3.17864], [5.99787, 4.31016, -1.37623], [-3.79600, 3.83829, -6.33416], [-0.27117, 0.90950, -2.26132], [1.29408, 0.25594, -2.11907], [-6.79038, -1.07880, 4.15170], [0.40484, -3.30393, -4.81737], [-2.34421, 4.66635, -5.81033], [1.18164, -1.32887, 4.12015], [6.62856, 0.47461, -2.97703], [5.68560, 5.54329, -0.12817], [-5.22603, -5.46308, 7.15797], [4.32016, -0.13728, -6.37088], [-3.86822, 5.52806, -5.91991], [0.72796, 1.57878, -1.10215], [0.17037, -4.54727, -3.43053], [3.26279, 2.38031, -3.15614], [-8.71669, -0.98308, -0.57767], [-1.74103, -0.25320, 3.17593], [-6.10897, -1.32956, 10.02222], [3.19944, -0.70109, -1.46263], [-0.42579, -1.82772, 8.48318], [-1.99136, 1.95310, -1.54018], [-9.33166, -1.02947, 1.09596], [1.81252, 2.45631, -4.21667], [-4.72170, -0.33786, 10.02820], [-4.50790, -2.09599, 9.94130], [5.94781, 4.61286, 4.54900], [-2.79036, -1.55972, 2.72656], [-1.25433, -1.86006, 3.51709], [-5.21863, -1.62011, 3.88347], [-0.34841, 4.81838, -2.68360], [7.88607, -2.60540, -3.79658], [2.18338, -1.36181, 2.16980], [1.61833, -1.61809, 0.60543], [-3.00570, 0.62843, -2.16372], [4.24879, 2.57721, -0.95056], [5.67519, 1.10091, -7.32969], [0.52108, 0.09903, 4.94242], [-4.85808, -0.29035, -1.77933], [7.66759, 1.47237, -3.94062], [1.93650, -5.29188, 4.36569], [-3.02539, -3.98974, -1.64701], [2.80220, -1.12221, -6.52563]],
  "atomic_forces_ev_per_a": [[-0.4, 0.1, -0.7], [0.9, 0.2, 0.0], [0.3, -0.4, -0.3], [0.5, 0.3, -0.2], [-1.7, -0.5, -0.6], [1.5, 0.7, 1.7], [0.4, -0.2, -0.6], [-0.2, -0.4, 1.4], [-1.0, 1.0, 0.8], [0.8, -0.8, -0.3], [-0.7, -0.3, -0.7], [0.2, 0.2, 0.3], [-0.2, 0.4, -0.1], [0.2, 0.7, 0.0], [-0.8, 0.0, -0.3], [0.3, -0.1, -0.1], [-0.3, -0.6, 0.7], [-0.5, -1.2, 1.0], [0.8, -0.6, -0.5], [0.0, 0.6, -0.8], [-0.7, 0.1, -0.3], [-0.5, 0.0, 0.1], [-0.5, -1.0, 0.0], [0.9, -0.2, 0.1], [-0.3, 0.4, 0.0], [0.6, 0.5, -0.9], [-0.2, 0.3, 0.5], [0.3, -0.3, 0.4], [-0.4, -0.2, 0.3], [0.7, 0.1, 0.3], [-0.2, -0.2, -1.0], [-0.5, 0.3, 0.2], [0.6, -0.4, -0.7], [-0.1, -0.3, -0.3], [-0.2, 0.3, 0.2], [-0.4, -0.2, -0.1], [0.1, -0.6, -1.2], [-0.4, -0.5, -0.7], [0.0, 0.1, 0.3], [0.0, 0.3, 0.2], [0.0, 0.1, 0.5], [0.9, 0.5, 0.6], [0.7, 0.4, -0.1], [-0.7, -0.7, 0.0], [-0.4, 0.4, 0.7], [0.9, 1.4, -0.2], [-0.6, 1.3, 0.1], [-1.1, -0.1, -0.2], [0.9, 0.0, -2.1], [-0.2, -0.7, -0.4], [-0.9, -0.6, 1.0], [0.1, -0.9, 0.2], [0.8, 0.2, 0.4], [-0.1, -0.7, -0.2], [-0.5, 2.3, -1.5], [0.6, 1.4, -0.6], [-1.4, 0.3, 0.4], [0.1, 0.8, 1.0], [-0.6, -0.5, -1.0], [-0.6, 0.2, 0.7], [1.5, -1.1, -0.8], [-0.8, -0.1, -0.2], [0.1, -0.2, 0.5], [0.4, 0.3, 1.3], [-0.6, 0.1, 1.5], [0.0, -0.7, -0.1], [0.1, 0.2, -1.1], [0.6, 0.6, 0.2], [-0.1, 0.9, 0.5], [0.2, 0.2, -0.5], [1.6, 0.1, -0.4], [-0.3, 0.0, -0.1], [0.2, 0.0, 0.2], [0.1, -0.1, 0.0], [0.3, 0.4, 0.6], [0.3, -0.3, -0.2], [-0.1, 0.2, -0.2], [0.1, 0.1, -0.1], [0.1, -0.2, -0.3], [0.5, -0.7, 0.3], [0.1, 0.0, -0.2], [-0.4, -0.2, -0.1], [0.1, 0.0, -0.2], [-0.3, -0.4, 0.3], [0.2, -0.1, -0.2], [-0.2, -0.1, 0.1], [-0.2, -0.8, -0.6], [-0.1, -0.2, 0.0], [0.1, 0.6, -0.1], [0.0, 0.1, 0.4], [0.4, -0.1, 0.2], [0.1, -0.2, -0.6], [-0.6, 0.1, 0.9], [-0.4, 0.2, 0.8], [0.0, -0.3, -0.1], [0.1, 0.1, 0.3], [0.2, -0.1, 0.1], [-0.5, 0.1, -0.3], [0.2, 0.1, 0.2], [-0.2, 0.2, 0.3], [-0.2, 0.5, 0.1], [0.2, 0.0, 0.0], [-0.1, -0.1, -0.2], [0.0, -0.2, -0.1], [-0.2, 0.1, -0.1], [0.8, -0.2, -0.6], [0.3, -0.1, -0.1], [0.1, 0.1, -0.5], [0.0, 0.5, 0.0], [-0.1, -0.2, 0.3], [-0.1, -0.1, 0.1], [-0.1, -0.2, 0.2], [-0.2, -0.4, 0.1], [0.1, -0.8, 0.7], [-0.6, -0.2, 0.8], [0.3, -0.8, -0.1], [0.1, -0.1, 0.4], [0.1, -0.2, 0.1], [-0.4, 0.0, -0.1], [0.2, 0.2, -0.2], [0.0, 0.3, 0.3], [-0.5, 0.4, 0.5], [-0.1, 0.1, 0.4], [0.2, -0.4, 0.7], [0.5, -0.1, -0.4], [0.0, 0.2, 0.0], [0.1, 0.2, 0.1], [0.1, 0.2, -0.5], [-0.3, -0.3, -0.8], [-0.3, -0.4, -0.4], [0.1, 0.2, -0.2], [0.0, -0.2, 0.2], [0.1, 0.1, 0.0], [0.1, 0.3, 0.3], [0.3, -0.1, -0.2], [0.0, 0.0, 0.0], [-0.1, 0.1, -0.2], [0.1, -0.1, -0.5], [0.3, -0.3, -0.5], [-0.1, -0.4, -0.2], [-0.2, -0.2, -0.1], [0.2, 0.3, 0.5], [0.4, 0.5, 0.2], [-0.4, 0.4, -0.3], [0.2, -0.2, 0.3], [0.1, 0.2, 0.0], [0.0, 0.1, 0.3], [-0.4, -0.5, 0.7], [0.0, 0.2, 0.1], [-0.2, 0.1, -0.4], [-0.2, 0.0, -0.2], [0.4, -0.1, -0.1], [-0.2, 0.2, 0.4]],
  "e_tot_ha": -6858.947537,
  "lumo_energy_ev": 0.2,
  "gap_ev": 10.58
}

***

{
  "formula": "C8H16N3O2",
  "method": "ωB97M-V/def2-TZVPD",
  "elements": ["O", "O", "N", "N", "N", "C", "C", "C", "C", "C", "C", "C", "C", "H", "H", "H", "H", "H", "H", "H", "H", "H", "H", "H", "H", "H", "H", "H", "H"],
  "coordinates": [[0.83532, -1.77047, 3.48059], [-0.39501, 1.74966, -0.11948], [-0.55235, 1.20207, -2.79024], [-0.56709, 1.11396, 2.00591], [0.92213, -1.23814, 1.28877], [0.42923, -1.07524, 2.58953], [1.48678, -0.37468, -0.95909], [-0.64109, 0.07294, 2.92207], [-0.17980, 0.86497, 0.68712], [0.98268, -0.75947, -2.53811], [0.42481, -0.47301, 0.14550], [-2.08724, -0.33763, 3.02575], [0.69643, 0.49158, -3.29543], [1.74883, -1.86852, 1.24917], [-1.31293, 0.58248, -2.76025], [0.15014, -1.45164, -2.53921], [-0.64160, 2.01124, -3.32776], [1.55261, 1.10880, -3.17739], [-0.42083, 1.56642, -1.78401], [2.32180, -1.06476, -0.66093], [-0.30968, 0.44943, 3.87481], [-0.92854, 2.04745, 2.28492], [-2.81200, 0.41687, 3.30398], [1.75716, -1.22459, -3.08945], [-0.39904, -1.03555, -0.31996], [-2.37156, -1.17836, 3.70500], [-2.29901, -0.69732, 2.04579], [0.74624, 0.22176, -4.34459], [1.86363, 0.64974, -0.90302]],
  "atomic_forces_ev_per_a": [[0.0, 0.0, 0.2], [0.1, 1.1, -1.8], [3.2, -0.2, 1.1], [1.6, 0.7, -3.6], [0.0, 0.3, 1.0], [-0.5, 0.2, -0.3], [0.1, -0.7, -1.3], [0.8, -1.6, 1.7], [-0.9, 0.7, 1.6], [0.2, 1.2, 3.5], [-0.5, -1.0, 1.4], [-0.7, -2.2, 0.7], [0.0, -0.7, 0.3], [-1.1, 0.7, -0.2], [-1.6, -0.7, -0.4], [-0.3, -0.2, 0.2], [-1.1, 1.5, -1.4], [0.4, 1.1, 0.3], [0.2, -0.7, 0.0], [-0.8, 0.7, -0.5], [0.4, -0.1, 0.5], [0.4, -1.0, -0.9], [0.4, 0.7, -0.2], [1.1, -0.7, -0.1], [-0.4, 0.3, 0.3], [0.9, 0.5, -0.3], [-0.9, -0.3, -0.9], [-1.2, 0.5, -0.4], [0.3, -0.1, -0.5]],
  "e_tot_ha": -628.941877,
  "charge": 1,
  "lumo_energy_ev": -3.0,
  "gap_ev": 9.79
}